No. 1
C16H11F5N12O3RuS2 | ωB97M-V/def2-TZVPD

Geometry as XYZ:
```
50
Properties=species:S:1:pos:R:3:forces:R:3
Ru 0.3469 0.3209 0.1545 -2.0 2.6 0.5
N 3.0775 2.6790 -0.0165 0.1 0.1 0.0
C 3.3623 1.3491 -0.1505 0.0 -0.9 -0.1
N 4.5909 0.8881 -0.3125 -0.1 0.7 0.0
N 4.4478 -0.4418 -0.4000 0.0 -0.3 0.0
N 3.2154 -0.7723 -0.2966 0.3 -0.4 0.0
N 2.4667 0.3385 -0.1356 -0.3 -0.3 0.4
C 1.8174 3.1762 0.1243 -0.7 0.1 0.1
N 1.5405 4.4441 0.3957 0.5 0.0 -0.1
N 0.2076 4.4825 0.5130 -0.2 0.0 0.0
N -0.2972 3.3172 0.3256 -0.4 0.1 0.2
N 0.6941 2.4450 0.0560 0.6 -0.9 0.5
H 3.8505 3.3193 -0.0415 0.0 0.0 0.0
S -1.0800 -1.9879 -0.1328 1.0 0.5 0.2
N 0.2274 0.1245 7.7637 0.0 0.0 -0.1
C 0.1173 0.1502 6.6191 0.0 0.0 1.0
C -0.0128 0.1732 5.2121 -0.1 0.0 -1.8
C -0.2979 -0.9887 4.4802 0.1 0.4 0.8
C -0.3556 -0.9277 3.1072 -0.1 -0.3 -0.6
N -0.1305 0.1907 2.4094 0.8 0.4 -0.7
C 0.0920 1.3142 3.1077 -0.1 0.2 -0.5
C 0.1471 1.3591 4.4807 0.0 -0.3 0.8
H -0.4661 -1.9255 4.9921 0.0 0.0 -0.1
H -0.6078 -1.8090 2.5296 0.2 0.1 -0.1
H 0.2163 2.2204 2.5266 0.1 -0.1 0.0
H 0.3139 2.2975 4.9896 0.1 0.0 -0.1
F 1.1593 -2.3741 -1.3910 0.1 -0.4 0.0
C 0.4938 -2.7798 -0.2763 -0.4 0.0 0.0
F 1.3090 -2.5224 0.7978 0.0 -0.4 0.0
C 0.3802 -4.3167 -0.3432 0.0 -0.4 0.0
F 0.0136 -4.8212 0.8489 0.0 0.1 0.0
F 1.5415 -4.9061 -0.6731 0.1 0.1 0.0
F -0.5286 -4.7243 -1.2380 0.1 0.1 -0.1
N -1.8717 1.0786 -0.0442 0.9 -1.0 0.2
C -2.1955 1.6892 -1.3022 -0.1 0.0 -0.4
C -3.0523 2.7826 -1.3602 0.0 -0.1 -0.1
C -3.3928 3.3240 -2.5894 0.1 -0.1 0.2
C -2.8786 2.7692 -3.7470 -0.2 0.2 -0.7
C -1.9940 1.7083 -3.6989 0.0 0.0 0.1
C -1.6468 1.1670 -2.4682 0.1 0.0 0.3
S -3.4096 3.4710 -5.3340 0.1 0.0 0.2
O -2.7303 4.7594 -5.4000 -0.1 -0.1 0.0
O -2.9746 2.5096 -6.3391 0.0 0.0 0.1
O -4.8593 3.5758 -5.1922 0.1 0.0 0.0
H -2.1288 1.6871 0.7239 0.1 0.0 0.0
H -2.3216 0.1727 0.0487 -0.3 0.2 0.0
H -3.4392 3.2059 -0.4412 0.0 0.0 0.0
H -4.0661 4.1647 -2.6762 0.0 0.0 0.1
H -1.6002 1.3251 -4.6294 0.0 -0.1 0.0
H -0.9418 0.3424 -2.3850 -0.1 0.0 -0.1
```
Positions in Å, forces in eV/Å.

Orbital gap (spin up / spin down) ... 6.113 / 6.062 eV
LUMO (spin up / spin down) ... 2.6 / 2.6 eV
ΔE to the lowest compared entry with this formula, charge and spin ... 0.00 kcal per mole
Charge ... -2
Multiplicity ... 1

No. 2
C25H52N4O7S2 | ωB97M-V/def2-TZVPD

Geometry as XYZ:
```
90
Properties=species:S:1:pos:R:3:forces:R:3
C 3.7379 -24.8232 -1.3896 0.6 -0.3 1.2
O 3.4832 -26.2460 -1.5818 0.2 1.9 -0.3
H 3.7048 -24.1513 -2.2473 -0.1 -0.5 -0.5
H 3.0700 -24.3966 -0.6412 -0.2 -0.3 0.0
H 4.7229 -24.7837 -0.9245 0.1 0.5 -0.1
H 4.3661 -26.4815 -1.8761 -0.2 -1.1 -0.2
C 0.0251 -25.5698 -0.1636 -0.4 1.4 0.6
O 0.7843 -25.3185 -1.3467 0.1 -0.7 0.7
H 0.3603 -26.2434 0.6252 0.6 -0.6 -0.7
H 0.0336 -24.6111 0.3550 -0.6 0.1 0.2
H -0.9981 -25.8394 -0.4252 0.0 0.0 0.0
H 1.6620 -25.6792 -1.2006 0.1 -0.4 -0.5
C -0.4627 -23.8930 -3.9241 0.4 -1.1 -0.1
O -1.2386 -24.7757 -3.1689 -1.5 0.1 0.5
H 0.2016 -23.3162 -3.2806 0.0 0.5 -0.1
H 0.1498 -24.5325 -4.5598 0.4 0.4 -0.4
H -1.1194 -23.2984 -4.5592 0.1 0.2 0.2
H -0.8000 -25.0277 -2.3530 0.5 0.0 -0.4
C 4.4574 -16.0100 -1.8789 -1.1 -0.3 -1.8
O 5.1062 -15.9451 -3.1386 1.6 0.0 0.2
H 4.0452 -15.0275 -1.6486 0.5 0.1 0.7
H 3.5639 -16.6191 -2.0158 -0.2 -0.5 0.4
H 5.1091 -16.4914 -1.1497 0.0 0.5 0.1
H 4.5788 -16.1138 -3.9228 -0.7 0.1 0.6
C 1.9533 -16.8000 -5.5972 -3.9 -0.4 -1.2
O 3.1747 -16.4474 -5.2017 2.9 0.9 0.4
H 1.7815 -16.8175 -6.6734 0.8 -1.0 -0.5
H 1.6414 -17.7185 -5.1000 -0.4 -0.3 -0.3
H 1.1646 -16.0568 -5.4796 0.2 0.5 1.4
H 3.7712 -16.9035 -5.7998 0.5 0.2 0.1
N -3.9325 -18.5296 -5.5766 0.6 -0.4 0.7
C -3.8387 -19.7870 -6.1410 0.8 0.8 1.0
C -2.6897 -20.3873 -5.5812 -2.1 -0.3 -2.0
C -2.0569 -19.4476 -4.7669 -0.8 0.4 0.7
C -2.9134 -18.3532 -4.6780 1.1 0.1 -0.5
H -4.6240 -17.8188 -5.7678 0.0 -0.3 0.0
H -4.5771 -20.0151 -6.8954 0.2 -0.6 0.2
H -2.5202 -21.4395 -5.7556 0.6 0.2 -0.1
H -1.0819 -19.5875 -4.3239 -0.2 0.2 0.3
H -2.7831 -17.4549 -4.0927 -0.2 0.1 -0.3
N 0.6366 -21.4065 -1.0159 0.0 0.0 -0.7
C 0.6362 -20.4250 -1.9350 -2.3 -0.8 1.2
C 1.8883 -19.9015 -2.0191 3.8 0.8 0.7
C 2.7190 -20.6374 -1.1392 0.7 2.3 -2.2
C 1.9239 -21.5685 -0.5499 -1.3 -1.1 0.7
H -0.1989 -21.8226 -0.6302 -0.2 -0.5 0.3
H -0.2472 -19.9960 -2.3844 -0.3 -0.5 0.0
H 2.0966 -18.9934 -2.5653 0.4 -0.2 -0.1
H 3.7836 -20.5382 -0.9865 -0.2 0.2 0.1
H 2.2536 -22.3168 0.1556 -0.5 -0.1 0.1
N 5.4934 -21.0409 4.5833 0.6 0.4 -0.7
C 4.9253 -20.2701 3.5870 -1.5 0.4 1.4
C 5.2193 -20.7814 2.3827 1.2 -0.6 -0.7
C 6.2183 -21.7663 2.6028 -0.1 -1.3 1.1
C 6.3468 -21.9563 3.9947 -0.5 0.9 -1.5
H 5.4040 -20.9015 5.5796 0.1 0.2 -0.3
H 4.2994 -19.4056 3.7521 -0.1 -0.2 0.5
H 4.7952 -20.4980 1.4307 0.3 0.3 0.1
H 6.6955 -22.3278 1.8132 0.2 -0.1 0.3
H 7.0100 -22.5510 4.6054 -0.2 -0.1 -0.2
N -1.9758 -20.7903 1.0251 -0.9 -0.4 -2.0
C -1.5436 -22.0782 0.8765 -2.4 -1.6 -0.7
C -0.4838 -22.2585 1.7031 0.1 -3.9 -1.9
C -0.1537 -21.0385 2.0505 4.6 3.8 4.8
C -1.0633 -20.1289 1.7383 -1.5 2.4 -0.3
H -2.6810 -20.3621 0.4426 -0.1 -0.1 0.3
H -2.0786 -22.7805 0.2544 -0.3 0.0 0.2
H 0.0783 -23.1406 1.9722 -0.3 -0.1 -0.3
H 0.6841 -20.7938 2.6866 0.1 0.0 0.2
H -1.2609 -19.1086 2.0321 0.5 0.0 -0.1
C 5.2296 -19.9087 -3.5520 0.2 -1.4 -0.3
S 6.6494 -20.6864 -4.4764 0.2 -0.3 1.8
O 7.6771 -20.9387 -3.3962 -0.8 0.2 -1.1
C 5.9220 -22.3453 -4.8208 0.8 0.4 0.5
H 4.9308 -20.6364 -2.7975 0.3 -0.2 0.1
H 4.3801 -19.8686 -4.2339 0.1 0.8 -0.1
H 5.5449 -19.0019 -3.0359 0.0 0.2 -0.6
H 6.7287 -22.8367 -5.3649 -0.3 0.2 -0.8
H 4.9547 -22.2959 -5.3209 0.3 -0.2 -0.2
H 5.9432 -22.9589 -3.9202 -0.5 0.5 0.5
C 2.1810 -21.0927 -5.2030 -0.6 -0.5 0.3
S 2.7503 -20.8083 -6.8883 0.2 -1.2 -2.5
O 3.1955 -22.1186 -7.5902 -1.1 2.3 1.9
C 1.1064 -20.3300 -7.6697 -0.4 -0.4 0.5
H 1.3046 -21.7380 -5.1422 -0.1 0.0 -0.2
H 1.9547 -20.1272 -4.7506 0.0 0.2 -0.2
H 2.9589 -21.5573 -4.5971 0.2 0.0 -0.3
H 1.1032 -20.4721 -8.7504 0.7 -0.2 0.1
H 0.7584 -19.3107 -7.5018 0.7 0.2 0.3
H 0.2951 -20.9438 -7.2785 0.2 -0.4 0.1
```
Positions in Å, forces in eV/Å.

Orbital gap (spin up / spin down) ... 7.508 / 2.915 eV
LUMO (spin up / spin down) ... -2.9 / -7.5 eV
ΔE to the lowest compared entry with this formula, charge and spin ... 37.89 kcal per mole
Charge ... +1
<S²> ... 0.76
Multiplicity ... 2

No. 3
C4H13N2OP | ωB97M-V/def2-TZVPD

Geometry as XYZ:
```
21
Properties=species:S:1:pos:R:3:forces:R:3
C 0.5834 -1.3045 -0.1080 0.4 0.6 0.0
C 2.5593 0.0632 -0.9065 -0.3 3.1 -0.6
C 1.2200 0.5902 1.2989 3.7 0.2 0.7
C 1.2302 0.0811 -0.1510 -1.8 0.8 0.1
N -4.5706 -0.5199 0.5311 -1.2 0.0 1.7
N -2.4646 0.5124 -0.2355 0.0 -1.8 0.4
O 0.3544 0.9905 -0.8705 -1.5 -3.4 -0.4
P -4.0159 -0.0317 -0.8009 2.4 1.3 -0.2
H 0.9214 -1.8360 0.7854 0.3 -0.2 -0.4
H -0.4824 -1.2671 -0.0214 -0.7 0.2 0.0
H 0.8390 -1.7835 -1.0282 0.1 -0.9 -0.4
H 2.4753 0.2929 -2.0263 -0.6 -0.7 1.5
H 3.0632 -0.8547 -0.7937 1.1 -0.8 0.4
H 3.0856 1.0043 -0.5652 0.3 -1.4 0.0
H 1.6621 1.6530 1.3972 -0.9 -1.4 -0.3
H 0.2861 0.5024 1.8757 0.3 -0.1 -0.6
H 2.0492 -0.0675 1.7651 -1.4 1.0 0.0
H -5.5599 -0.4467 0.7339 -0.1 -0.6 -0.3
H 0.7145 1.8290 -0.8764 1.3 2.7 0.1
H -2.3552 0.2295 0.8156 -0.1 0.7 -2.6
H -1.5948 0.3629 -0.8193 -1.3 0.6 1.0
```
Positions in Å, forces in eV/Å.

Orbital gap ... 9.698 eV
LUMO ... 0.7 eV
ΔE to the lowest compared entry with this formula, charge and spin ... 42.24 kcal per mole
Charge ... 0
SMILES string ... CC(C)(C)O.[H]/N=P/N
Multiplicity ... 1

No. 4
C3H2N2O2 | ωB97M-V/def2-TZVPD

Geometry as XYZ:
```
9
Properties=species:S:1:pos:R:3:forces:R:3
C 2.0368 -0.4454 -0.0320 -0.7 0.9 0.5
C -1.1497 0.7354 0.0096 -0.9 1.3 0.3
C -2.3506 -0.1085 -0.0125 -3.3 -2.3 -0.3
H 3.0761 -0.0523 -0.0455 -0.9 -0.4 -0.3
H 1.8411 -1.5250 0.1780 0.0 1.0 -0.2
N 1.1254 0.4660 -0.1202 1.1 -1.7 0.5
N -3.2600 -0.8527 -0.0697 2.6 2.3 0.2
O -0.1661 -0.1559 0.0877 1.7 0.3 -0.5
O -1.1530 1.9384 0.0045 0.3 -1.5 -0.1
```
Positions in Å, forces in eV/Å.

Orbital gap ... 11.478 eV
LUMO ... -0.3 eV
ΔE to the lowest compared entry with this formula, charge and spin ... 60.46 kcal per mole
Charge ... 0
SMILES string ... C=NOC(=O)C#N
Multiplicity ... 1

Computed M, in the same sequence as the records: 679.5; 584.8; 136.1; 98.1 g mol⁻¹.